# 1
{"formula": "C41H84N4O24", "method": "ωB97M-V with the def2-TZVPD basis set", "total_energy_ev": -98965.5520, "gap_ev": 9.83, "e_homo_ev": -9.62, "de_lowest_kj_mol": 300.6, "species": ["C", "O", "C", "O", "O", "C", "H", "H", "H", "H", "H", "H", "C", "O", "C", "O", "O", "C", "H", "H", "H", "H", "H", "H", "C", "O", "C", "O", "O", "C", "H", "H", "H", "H", "H", "H", "C", "O", "C", "O", "O", "C", "H", "H", "H", "H", "H", "H", "C", "O", "C", "O", "O", "C", "H", "H", "H", "H", "H", "H", "C", "O", "C", "C", "O", "C", "C", "O", "C", "H", "H", "H", "H", "H", "H", "H", "H", "H", "H", "H", "H", "H", "H", "C", "O", "C", "C", "O", "C", "C", "O", "C", "H", "H", "H", "H", "H", "H", "H", "H", "H", "H", "H", "H", "H", "H", "C", "O", "C", "C", "O", "C", "C", "O", "C", "H", "H", "H", "H", "H", "H", "H", "H", "H", "H", "H", "H", "H", "H", "C", "C", "N", "H", "H", "H", "C", "C", "N", "H", "H", "H", "C", "C", "N", "H", "H", "H", "C", "C", "N", "H", "H", "H"], "coordinates": [[4.31, -6.61, 6.10], [2.98, -6.52, 5.81], [2.50, -5.39, 5.34], [3.09, -4.36, 5.11], [1.19, -5.54, 5.24], [0.41, -4.40, 4.86], [4.47, -7.40, 6.83], [4.70, -5.70, 6.56], [5.00, -6.81, 5.28], [-0.66, -4.63, 4.87], [0.58, -4.11, 3.82], [0.64, -3.43, 5.30], [-2.85, 6.04, 9.14], [-2.28, 4.78, 9.45], [-0.93, 4.66, 9.44], [-0.13, 5.61, 9.23], [-0.61, 3.38, 9.72], [0.52, 2.73, 9.24], [-2.24, 6.86, 9.52], [-3.86, 6.24, 9.49], [-2.91, 6.12, 8.05], [0.93, 3.29, 8.39], [0.29, 1.69, 9.05], [1.28, 2.76, 10.02], [2.76, -1.41, -0.38], [2.98, -0.30, 0.50], [1.95, 0.51, 0.79], [0.81, 0.49, 0.21], [2.38, 1.21, 1.79], [1.40, 2.14, 2.33], [1.74, -1.41, -0.75], [3.09, -2.31, 0.15], [3.38, -1.56, -1.27], [0.50, 1.70, 2.75], [1.08, 2.87, 1.59], [1.88, 2.68, 3.14], [3.79, 10.07, 0.09], [2.33, 9.84, 0.02], [1.55, 9.46, 1.06], [0.56, 8.79, 0.95], [2.09, 9.92, 2.25], [1.33, 9.81, 3.49], [4.19, 10.52, -0.82], [4.28, 9.12, 0.29], [4.11, 10.62, 0.98], [0.94, 8.80, 3.51], [0.44, 10.44, 3.56], [1.93, 10.04, 4.38], [-10.74, 4.67, 2.13], [-9.88, 4.96, 3.34], [-8.51, 4.94, 3.40], [-7.90, 4.89, 4.47], [-8.03, 5.03, 2.15], [-6.73, 4.63, 1.96], [-10.42, 5.26, 1.27], [-11.78, 4.93, 2.31], [-10.66, 3.60, 1.94], [-6.37, 3.91, 2.68], [-6.21, 5.57, 1.80], [-6.87, 4.23, 0.95], [7.93, 4.83, 4.42], [8.57, 4.81, 5.65], [8.33, 6.10, 6.32], [7.10, 6.21, 7.21], [7.43, 5.71, 8.51], [6.46, 5.67, 9.52], [7.08, 5.05, 10.72], [6.30, 5.35, 11.79], [6.80, 5.10, 13.13], [8.07, 4.00, 3.73], [8.14, 5.77, 3.91], [6.86, 4.92, 4.61], [8.55, 6.96, 5.69], [9.19, 6.03, 6.99], [6.36, 5.50, 6.83], [6.72, 7.23, 7.17], [5.60, 5.08, 9.20], [5.84, 6.55, 9.73], [8.07, 5.50, 10.79], [7.06, 3.97, 10.58], [7.65, 5.75, 13.36], [7.12, 4.06, 13.14], [6.04, 5.24, 13.90], [-6.62, -6.80, -7.14], [-6.64, -7.16, -8.51], [-5.74, -8.14, -9.08], [-5.39, -9.46, -8.25], [-4.96, -9.14, -6.92], [-4.15, -10.09, -6.32], [-3.59, -9.59, -4.87], [-3.18, -8.23, -4.81], [-2.42, -7.80, -3.70], [-6.94, -7.58, -6.45], [-7.44, -6.08, -7.06], [-5.70, -6.46, -6.67], [-4.74, -7.73, -9.20], [-6.22, -8.42, -10.01], [-4.66, -10.08, -8.75], [-6.35, -9.97, -8.12], [-3.24, -10.15, -6.92], [-4.60, -11.04, -6.06], [-2.76, -10.23, -4.57], [-4.37, -9.73, -4.12], [-2.99, -7.98, -2.79], [-2.25, -6.73, -3.82], [-1.42, -8.21, -3.59], [-1.49, -0.40, -8.18], [-2.51, -1.08, -8.94], [-3.86, -0.83, -8.53], [-4.83, -0.93, -9.78], [-4.50, 0.06, -10.79], [-5.36, 0.14, -11.93], [-5.19, -1.03, -12.98], [-4.08, -0.88, -13.88], [-3.91, -1.98, -14.72], [-0.51, -0.22, -8.62], [-1.22, -1.02, -7.32], [-1.73, 0.52, -7.65], [-3.97, 0.17, -8.13], [-4.12, -1.62, -7.82], [-5.86, -0.74, -9.47], [-4.65, -1.90, -10.23], [-5.14, 1.04, -12.49], [-6.42, 0.06, -11.70], [-6.14, -1.18, -13.49], [-4.98, -1.97, -12.45], [-3.21, -1.93, -15.56], [-4.85, -2.22, -15.22], [-3.52, -2.82, -14.16], [8.07, -5.38, -6.50], [9.45, -5.02, -6.79], [10.58, -4.83, -6.99], [7.89, -6.45, -6.63], [7.21, -4.84, -6.87], [7.76, -5.38, -5.45], [8.34, -2.07, 1.68], [8.35, -1.65, 0.25], [8.29, -1.32, -0.87], [7.35, -2.49, 1.85], [8.62, -1.18, 2.23], [9.15, -2.77, 1.90], [-0.19, -5.83, -8.09], [0.82, -5.86, -7.01], [1.68, -5.88, -6.22], [0.03, -6.68, -8.74], [-0.07, -4.90, -8.65], [-1.21, -5.73, -7.71], [-5.97, 0.44, 8.58], [-5.39, 0.32, 7.21], [-4.99, 0.19, 6.13], [-5.16, 0.28, 9.30], [-6.86, -0.17, 8.72], [-6.42, 1.42, 8.72]], "mulliken_charge": [-0.6984, -0.3024, 0.8215, -0.5683, -0.3038, -0.6987, 0.2577, 0.3182, 0.2924, 0.2754, 0.3000, 0.3060, -0.6624, -0.2676, 0.7516, -0.5873, -0.2815, -0.5805, 0.3028, 0.2485, 0.2877, 0.3176, 0.2184, 0.2516, -0.6616, -0.2982, 0.8211, -0.6074, -0.2744, -0.6513, 0.3288, 0.2339, 0.2696, 0.2970, 0.2991, 0.2399, -0.5991, -0.3165, 0.7240, -0.5244, -0.3175, -0.6093, 0.2517, 0.2963, 0.2870, 0.2932, 0.2769, 0.2377, -0.5365, -0.3542, 0.7854, -0.5632, -0.2940, -0.6725, 0.2661, 0.2419, 0.2684, 0.3643, 0.2544, 0.2384, -0.6880, -0.3493, -0.6119, -0.3315, -0.2346, -0.6741, -0.2701, -0.3003, -0.7068, 0.2715, 0.3048, 0.2540, 0.4490, 0.2544, 0.2673, 0.3236, 0.2800, 0.3811, 0.3122, 0.2471, 0.2805, 0.2963, 0.2452, -0.5970, -0.3567, -0.4825, -0.5075, -0.1959, -0.5469, -0.6915, -0.2364, -0.7817, 0.2263, 0.2914, 0.2669, 0.2814, 0.3270, 0.4331, 0.2802, 0.3973, 0.2770, 0.4059, 0.3538, 0.3180, 0.2275, 0.3064, -0.8160, -0.2977, -0.6340, -0.3897, -0.3013, -0.5444, -0.3601, -0.3449, -0.7392, 0.2984, 0.3280, 0.3175, 0.3765, 0.3512, 0.3648, 0.2345, 0.2743, 0.3757, 0.3554, 0.2752, 0.2801, 0.2989, 0.2957, -0.8991, 0.4235, -0.3501, 0.2589, 0.2888, 0.2777, -0.6307, 0.2721, -0.3797, 0.2317, 0.2376, 0.2728, -0.6690, 0.2998, -0.3921, 0.2503, 0.2718, 0.2441, -0.7121, 0.2891, -0.3567, 0.2412, 0.2786, 0.2624]}

---

# 2
{"formula": "C41H97Cl8N3O19P4", "method": "ωB97M-V with the def2-TZVPD basis set", "total_energy_ev": -224807.8446, "gap_ev": 9.60, "e_homo_ev": -9.39, "de_lowest_kj_mol": 108.5, "species": ["C", "C", "O", "P", "O", "O", "C", "C", "O", "C", "C", "H", "H", "H", "H", "H", "H", "H", "H", "H", "H", "H", "H", "H", "H", "H", "C", "C", "O", "P", "O", "O", "C", "C", "O", "C", "C", "H", "H", "H", "H", "H", "H", "H", "H", "H", "H", "H", "H", "H", "H", "H", "C", "C", "O", "P", "O", "O", "C", "C", "O", "C", "C", "H", "H", "H", "H", "H", "H", "H", "H", "H", "H", "H", "H", "H", "H", "H", "C", "C", "O", "P", "O", "O", "C", "C", "O", "C", "C", "H", "H", "H", "H", "H", "H", "H", "H", "H", "H", "H", "H", "H", "H", "H", "C", "N", "C", "C", "O", "H", "H", "H", "H", "H", "H", "H", "C", "N", "C", "C", "O", "H", "H", "H", "H", "H", "H", "H", "C", "N", "C", "C", "O", "H", "H", "H", "H", "H", "H", "H", "Cl", "C", "C", "Cl", "H", "H", "H", "H", "Cl", "C", "C", "Cl", "H", "H", "H", "H", "Cl", "C", "C", "Cl", "H", "H", "H", "H", "Cl", "C", "C", "Cl", "H", "H", "H", "H"], "coordinates": [[-1.63, -0.10, 7.98], [-1.95, -0.14, 6.48], [-0.69, -0.15, 5.71], [-0.02, 1.17, 4.97], [-0.90, 1.81, 4.01], [0.42, 2.13, 6.24], [0.44, 3.55, 6.10], [-0.40, 4.04, 7.34], [1.42, 0.68, 4.46], [1.70, -0.58, 3.86], [1.83, -1.67, 4.95], [-1.14, 0.84, 8.21], [-2.50, -0.17, 8.62], [-0.85, -0.81, 8.27], [-2.43, -1.03, 6.06], [-2.52, 0.75, 6.21], [1.43, 4.00, 6.15], [0.06, 3.91, 5.14], [-0.27, 3.43, 8.24], [-0.20, 5.07, 7.61], [-1.46, 3.91, 7.10], [0.84, -0.82, 3.23], [2.58, -0.43, 3.24], [0.85, -2.13, 5.11], [2.38, -2.57, 4.66], [2.26, -1.30, 5.88], [-8.42, -2.19, 4.60], [-8.08, -1.10, 3.54], [-6.74, -1.17, 3.14], [-6.34, -1.74, 1.66], [-7.10, -1.06, 0.56], [-4.75, -1.61, 1.56], [-3.82, -2.10, 2.57], [-2.75, -1.08, 2.69], [-6.53, -3.37, 1.82], [-6.37, -4.14, 0.62], [-7.51, -5.10, 0.36], [-7.82, -2.17, 5.50], [-9.46, -2.03, 4.89], [-8.29, -3.13, 4.06], [-8.81, -1.22, 2.74], [-8.19, -0.09, 3.93], [-4.47, -2.29, 3.43], [-3.41, -3.07, 2.28], [-1.95, -1.35, 3.37], [-2.27, -0.95, 1.72], [-3.20, -0.12, 2.97], [-6.31, -3.55, -0.30], [-5.37, -4.56, 0.69], [-7.29, -5.67, -0.54], [-7.57, -5.67, 1.28], [-8.45, -4.54, 0.33], [0.86, 4.32, -5.16], [1.78, 5.26, -5.93], [3.21, 4.96, -5.77], [3.96, 5.33, -4.35], [3.25, 6.30, -3.50], [5.47, 5.75, -4.80], [6.13, 5.01, -5.81], [7.63, 5.36, -5.67], [4.07, 3.90, -3.68], [4.45, 3.75, -2.33], [3.20, 3.73, -1.43], [1.08, 3.28, -5.37], [0.93, 4.61, -4.11], [-0.17, 4.43, -5.52], [1.71, 5.21, -7.02], [1.56, 6.30, -5.69], [6.09, 3.97, -5.49], [5.77, 5.26, -6.81], [8.27, 4.72, -6.29], [7.80, 6.36, -6.07], [7.96, 5.24, -4.64], [4.97, 2.83, -2.06], [5.18, 4.51, -2.07], [3.65, 4.01, -0.48], [2.45, 4.49, -1.62], [2.74, 2.74, -1.45], [0.33, 2.06, -2.88], [-0.94, 1.55, -3.61], [-0.70, 0.31, -4.14], [-0.28, 0.16, -5.74], [0.93, 0.86, -6.15], [-0.08, -1.45, -5.93], [0.97, -2.08, -5.17], [0.79, -3.57, -4.83], [-1.62, 0.54, -6.52], [-2.86, -0.19, -6.10], [-3.37, -1.26, -7.10], [1.20, 2.00, -3.53], [0.26, 3.10, -2.58], [0.59, 1.45, -2.02], [-1.84, 1.49, -3.00], [-1.13, 2.40, -4.27], [1.88, -1.83, -5.72], [0.96, -1.67, -4.16], [1.61, -4.00, -4.25], [-0.18, -3.69, -4.33], [0.76, -4.14, -5.77], [-2.79, -0.60, -5.09], [-3.64, 0.57, -6.10], [-3.30, -0.88, -8.12], [-2.85, -2.22, -7.00], [-4.37, -1.64, -6.86], [0.23, 0.89, 0.84], [0.93, 0.00, 0.03], [0.08, -0.96, -0.59], [2.27, -0.08, -0.26], [3.10, 0.61, 0.29], [-0.15, 1.65, 0.15], [0.80, 1.37, 1.63], [-0.66, 0.56, 1.37], [-0.46, -1.55, 0.15], [-0.73, -0.50, -1.16], [0.66, -1.57, -1.28], [2.56, -0.86, -0.98], [0.55, -7.26, -2.88], [1.07, -6.03, -2.23], [2.49, -5.77, -2.51], [0.32, -5.23, -1.40], [0.69, -4.27, -0.70], [1.02, -8.21, -2.61], [0.70, -7.13, -3.95], [-0.50, -7.45, -2.64], [3.00, -4.85, -2.24], [3.12, -6.57, -2.10], [2.70, -5.94, -3.56], [-0.72, -5.61, -1.40], [4.30, 5.17, 4.30], [3.80, 4.06, 3.59], [4.47, 2.80, 3.91], [2.89, 4.10, 2.57], [2.38, 5.12, 2.07], [4.27, 5.00, 5.38], [3.91, 6.15, 4.02], [5.34, 5.19, 3.96], [4.14, 1.99, 3.26], [5.53, 2.91, 3.72], [4.26, 2.57, 4.95], [2.60, 3.11, 2.18], [6.98, -2.98, 0.59], [6.06, -1.49, 0.21], [5.83, -1.33, -1.25], [5.25, -2.87, -2.10], [6.64, -0.67, 0.62], [5.09, -1.49, 0.71], [6.77, -1.11, -1.77], [5.14, -0.51, -1.47], [-3.07, -3.16, -4.18], [-2.69, -2.70, -2.50], [-3.69, -3.39, -1.56], [-3.69, -5.13, -1.65], [-2.76, -1.62, -2.40], [-1.70, -3.12, -2.30], [-4.72, -3.06, -1.71], [-3.42, -3.14, -0.53], [-1.20, -3.66, 4.68], [-0.19, -4.75, 3.67], [-0.34, -4.49, 2.12], [-1.79, -5.27, 1.57], [-0.43, -5.77, 3.96], [0.84, -4.55, 3.96], [0.46, -4.96, 1.55], [-0.35, -3.45, 1.80], [-3.55, 4.71, 1.97], [-1.92, 3.88, 1.93], [-0.90, 4.57, 0.94], [-1.45, 4.37, -0.77], [-2.10, 2.84, 1.65], [-1.58, 3.87, 2.97], [0.10, 4.15, 1.03], [-0.89, 5.64, 1.13]], "mulliken_charge": [-1.0776, -0.1723, -0.0808, 0.3041, -0.2562, -0.3438, 0.3205, -1.3579, -0.0532, 0.3479, -1.0564, 0.0997, 0.4233, 0.2993, 0.2601, 0.2780, 0.1234, 0.0478, 0.2540, 0.4284, 0.3104, -0.0998, 0.3109, -0.0415, 0.4306, 0.2975, -0.9598, -0.4301, -0.2836, 0.7426, -0.7844, -0.1639, -0.0124, 0.1905, -0.2552, 0.2092, -1.4202, 0.2828, 0.3740, 0.2088, 0.3435, 0.3483, 0.6382, -0.2950, -0.2967, -0.2118, 0.3643, 0.2058, 0.1759, 0.3548, 0.3320, 0.3126, -0.6037, -0.6793, -0.3481, 0.8420, -0.7898, -0.2720, 0.0679, -1.3261, -0.1065, -1.0142, 0.1303, 0.1650, 0.1690, 0.4443, 0.3743, 0.3644, 0.1966, 0.2338, 0.4019, 0.3127, 0.3196, 0.4776, 0.4746, 0.0570, 0.3493, -0.3441, -0.0152, -0.9874, 0.6476, 0.6159, -0.7384, -0.2685, 0.2281, -0.9526, -0.3892, 0.2953, -1.3462, 0.4726, 0.2135, -0.5336, 0.3441, 0.3690, 0.3476, -0.1698, 0.2687, 0.0233, 0.4188, -0.1807, 0.3967, 0.3370, 0.2516, 0.4218, 0.3416, 1.6175, -0.7632, -0.0975, -0.5304, 0.0305, -0.3440, -0.7389, -0.1812, 0.4236, 0.0209, 0.2347, -0.9418, 0.3141, -1.2949, 0.4347, -0.6477, 0.3523, 0.3408, 0.2712, 0.2937, 0.3993, 0.4562, 0.0724, -1.0841, 0.2457, -0.8388, 0.5322, -0.7229, 0.2857, 0.3309, 0.3997, 0.0345, 0.3850, 0.3598, 0.0838, -0.1973, -0.0581, -0.1409, -0.2176, 0.3283, -0.0361, 0.4089, -0.0687, -0.1913, 0.3135, 0.1650, -0.1799, 0.2177, -0.3857, 0.4468, -0.4483, -0.1291, -0.6309, 0.4011, -0.1786, 0.4742, 0.2650, 0.4077, -0.5877, -0.2313, 0.3287, 0.0755, -0.2093, -0.0001, -0.2059, -0.2837, 0.5397]}